No. 1
Here is 7 unconnected molecules or ions with the total composition C14H37F4N6O13S4 in a non-equilibrium geometry from the Open Molecules 2025 dataset. Energies are from ωB97M-V/def2-TZVPD.

As for the HOMO energy: -0.369 Eh. As for the energy above the lowest of the compared OMol25 structures with the same formula, charge and spin: 0.000 eV. As for the HOMO-LUMO gap: 6.382 eV. Its total charge is +1.

Each line ends with the Löwdin charge.
Cartesian coordinates (Å):
C  -0.75  -0.97  0.18  -0.09
C  0.03  0.30  -0.03  -0.41
O  1.05  0.43  0.94  -0.38
H  -0.17  -1.90  0.19  0.07
H  -1.43  -1.15  -0.66  0.08
H  -1.42  -0.93  1.04  0.05
H  -0.64  1.18  -0.01  0.08
H  0.42  0.32  -1.06  0.08
C  -1.42  0.38  3.57  0.04
C  -0.60  -0.74  4.10  -0.40
O  -0.80  -1.39  5.07  0.21
N  0.67  -1.05  3.32  0.06
H  0.77  -0.58  2.36  0.09
H  1.47  -0.66  3.83  0.16
C  0.89  -2.55  3.19  0.04
H  -0.78  1.11  3.07  0.06
H  -1.98  0.85  4.37  0.11
H  -2.12  -0.03  2.83  0.10
H  -0.02  -2.84  2.67  0.08
H  0.95  -3.00  4.17  0.11
H  1.78  -2.70  2.59  0.09
C  0.55  4.13  1.73  0.04
C  1.02  3.44  2.96  -0.43
O  0.59  3.56  4.05  0.20
N  2.09  2.41  2.73  0.06
H  2.12  1.72  3.49  0.16
H  1.70  1.82  1.95  0.10
C  3.46  2.96  2.38  0.04
H  0.02  3.41  1.09  0.10
H  1.34  4.61  1.16  0.09
H  -0.17  4.88  2.02  0.11
H  4.04  2.11  2.05  0.10
H  3.84  3.29  3.34  0.11
H  3.35  3.71  1.61  0.09
C  -4.64  4.24  -4.00  0.02
C  -4.61  2.76  -3.90  -0.40
O  -5.48  2.08  -3.49  0.21
N  -3.23  2.11  -4.04  0.09
H  -3.28  1.21  -4.52  0.18
H  -2.75  2.69  -4.74  0.18
C  -2.54  1.92  -2.69  0.05
H  -4.53  4.55  -5.05  0.11
H  -3.83  4.75  -3.47  0.10
H  -5.56  4.66  -3.61  0.11
H  -2.04  1.01  -2.99  0.07
H  -3.28  1.77  -1.91  0.11
H  -1.92  2.79  -2.48  0.10
C  3.38  -2.16  -0.14  0.04
C  4.17  -1.21  -0.96  -0.39
O  5.31  -1.25  -1.22  0.19
N  3.33  -0.02  -1.44  0.10
H  2.95  -0.26  -2.37  0.14
H  2.54  0.04  -0.77  0.11
C  4.12  1.24  -1.41  0.02
H  4.03  -2.92  0.29  0.11
H  2.61  -2.69  -0.73  0.11
H  2.81  -1.63  0.63  0.07
H  3.72  1.90  -0.65  0.08
H  4.04  1.70  -2.39  0.11
H  5.16  1.05  -1.14  0.10
N  -3.08  -5.49  2.24  -0.28
S  -1.85  -5.34  3.28  0.47
O  -1.92  -4.24  4.19  -0.30
O  -0.59  -5.66  2.68  -0.29
F  -2.21  -6.59  4.16  -0.16
S  -3.09  -4.14  1.43  0.45
O  -1.88  -3.79  0.74  -0.31
O  -3.84  -3.08  2.03  -0.31
F  -4.03  -4.63  0.25  -0.18
N  0.53  -1.94  -5.10  -0.24
S  0.50  -0.38  -4.64  0.50
O  1.40  0.00  -3.58  -0.32
O  -0.76  0.27  -4.69  -0.30
F  1.27  0.13  -5.92  -0.16
S  -0.07  -2.56  -3.76  0.45
O  -1.40  -2.19  -3.40  -0.28
O  0.88  -2.75  -2.70  -0.30
F  -0.26  -4.03  -4.31  -0.16

=====

No. 2
Here is a molecular structure, C14H38BF3N2O6V in a non-equilibrium geometry from the Open Molecules 2025 dataset. Energies are from ωB97M-V/def2-TZVPD.

As for the HOMO energy (alpha / beta): -0.250 / -0.310 Eh. As for the energy above the lowest of the compared OMol25 structures with the same formula, charge and spin: 0.000 eV. As for the spin multiplicity: 4. Its expectation value of S² is 3.754. As for the HOMO-LUMO gap (alpha / beta): 7.248 / 8.873 eV. Its total charge is 0.

Each line ends with the Mulliken spin population.
Cartesian coordinates (Å):
V  -0.10  -1.06  0.27  2.85
C  -0.57  1.98  2.01  0.00
O  -0.05  2.68  0.88  0.00
O  -0.71  0.68  1.59  -0.01
C  0.29  2.26  3.26  0.00
F  0.12  1.32  4.21  0.00
F  1.61  2.28  2.94  0.00
F  0.04  3.48  3.77  0.00
C  -0.47  4.01  0.62  0.00
C  -1.71  4.02  -0.28  0.00
H  -2.48  3.35  0.08  0.00
H  -2.04  5.00  -0.65  0.00
H  -1.36  3.65  -1.25  0.00
H  0.38  4.40  0.04  0.00
H  -0.50  4.65  1.50  0.00
H  -1.59  2.38  2.14  0.00
B  0.45  -3.13  -0.94  0.00
H  1.14  -2.23  -0.99  0.00
H  0.50  -3.61  -1.99  0.00
H  0.85  -3.90  -0.17  0.01
H  -0.59  -2.84  -0.61  0.01
C  -3.52  -0.37  -2.66  0.00
C  -3.10  -1.22  -1.43  0.01
O  -1.96  -0.58  -0.87  0.02
O  -3.44  0.99  -2.30  0.00
H  -4.50  -0.71  -3.02  0.00
H  -2.81  -0.63  -3.46  0.00
H  -2.87  -2.25  -1.66  0.00
H  -3.94  -1.08  -0.73  0.00
H  -2.05  0.38  -0.96  0.01
H  -3.92  1.47  -2.98  0.00
C  0.31  0.64  -2.92  0.03
C  1.51  0.44  -2.04  0.00
C  2.58  1.49  -2.32  0.00
O  2.92  1.54  -3.72  0.00
C  4.28  1.22  -3.92  0.00
N  1.14  0.51  -0.61  0.00
H  -0.42  -0.15  -2.78  0.00
H  0.62  0.58  -3.97  0.00
H  -0.11  1.65  -2.85  0.00
H  2.06  -0.49  -2.23  -0.01
H  3.44  1.33  -1.67  0.00
H  2.20  2.52  -2.16  0.00
H  4.56  1.48  -4.94  0.00
H  4.48  0.15  -3.80  0.00
H  4.93  1.81  -3.27  0.00
H  2.03  0.68  -0.16  0.02
H  0.58  1.35  -0.41  -0.01
C  1.89  -2.94  3.87  0.00
C  1.04  -2.75  2.60  0.00
C  -0.47  -2.53  2.91  0.02
O  -1.26  -2.40  1.75  0.00
C  -2.65  -2.36  2.11  0.01
N  1.59  -1.57  1.85  0.03
H  2.74  -3.56  3.57  0.00
H  1.48  -3.73  4.51  0.00
H  2.16  -2.05  4.44  0.00
H  1.19  -3.66  2.01  -0.01
H  -0.36  -1.61  3.51  0.00
H  -0.85  -3.30  3.58  0.00
H  -3.07  -3.08  2.81  0.00
H  -3.27  -2.23  1.23  0.00
H  -2.77  -1.38  2.58  0.00
H  2.45  -1.91  1.42  0.01
H  1.94  -1.07  2.66  0.01

=====

No. 3
Here is 4 unconnected molecules or ions with the total composition C14H38BFO14P3 in a non-equilibrium geometry from the Open Molecules 2025 dataset. Energies are from ωB97M-V/def2-TZVPD.

As for the HOMO energy: -0.173 Eh. As for the energy above the lowest of the compared OMol25 structures with the same formula, charge and spin: 5.969 eV. As for the HOMO-LUMO gap: 4.556 eV. Its total charge is -1.

Each line ends with the Löwdin charge.
Cartesian coordinates (Å):
C  1.87  -5.48  -2.05  -0.10
C  2.12  -3.97  -1.77  -0.39
F  1.03  -3.15  -2.22  -0.12
B  3.59  -3.51  -2.32  -0.48
C  3.63  -3.16  -3.94  -0.18
C  4.28  -4.29  -4.80  -0.20
O  3.50  -4.40  -6.03  -0.03
C  3.79  -5.46  -6.76  -0.42
O  4.76  -6.12  -6.66  0.06
H  2.17  -5.79  -3.06  0.06
H  0.81  -5.72  -1.86  0.06
H  2.46  -6.03  -1.30  0.07
H  2.15  -3.87  -0.67  0.10
H  4.38  -4.38  -2.00  0.05
H  3.88  -2.49  -1.73  0.04
H  4.22  -2.24  -4.08  0.07
H  2.58  -3.03  -4.28  0.08
H  4.29  -5.23  -4.23  0.10
H  5.33  -4.04  -5.01  0.12
H  3.04  -5.69  -7.55  0.14
C  2.22  3.47  1.78  -0.13
O  2.96  2.49  1.03  -0.25
P  2.04  1.34  0.19  0.61
O  3.17  0.46  -0.21  -0.25
O  1.65  2.41  -0.98  -0.28
C  2.70  2.97  -1.75  -0.11
O  0.74  0.40  -0.27  -0.26
C  0.79  -1.00  0.04  -0.09
H  2.93  4.23  2.13  0.08
H  1.47  3.96  1.15  0.08
H  1.74  3.01  2.64  0.07
H  3.62  2.38  -1.69  0.09
H  2.90  3.99  -1.40  0.08
H  2.38  3.02  -2.79  0.09
H  1.18  -1.17  1.04  0.09
H  1.41  -1.52  -0.69  0.07
H  -0.22  -1.40  -0.02  0.09
C  -5.05  -1.34  -3.43  -0.12
O  -4.82  -1.39  -2.02  -0.24
P  -4.26  0.03  -1.30  0.61
O  -3.97  -0.56  0.05  -0.27
O  -5.72  0.74  -1.36  -0.27
C  -6.79  0.13  -0.67  -0.11
O  -3.55  1.53  -1.11  -0.23
C  -2.27  1.56  -0.48  -0.11
H  -5.56  -2.26  -3.73  0.09
H  -5.68  -0.49  -3.70  0.08
H  -4.10  -1.28  -3.97  0.09
H  -6.45  -0.57  0.10  0.08
H  -7.43  -0.41  -1.38  0.08
H  -7.38  0.91  -0.20  0.09
H  -1.63  0.76  -0.85  0.07
H  -2.38  1.48  0.60  0.08
H  -1.80  2.52  -0.71  0.09
C  -2.70  2.45  3.97  -0.11
O  -1.30  2.59  4.30  -0.25
P  -0.91  3.71  5.50  0.60
O  0.58  3.65  5.30  -0.27
O  -1.42  2.73  6.69  -0.27
C  -0.78  1.46  6.84  -0.10
O  -1.01  5.00  6.54  -0.24
C  -0.20  6.14  6.24  -0.13
H  -2.81  1.60  3.30  0.09
H  -3.30  2.28  4.87  0.08
H  -3.05  3.35  3.46  0.08
H  0.19  1.43  6.35  0.09
H  -1.42  0.68  6.42  0.09
H  -0.65  1.28  7.90  0.09
H  -0.20  6.37  5.18  0.08
H  0.82  5.95  6.58  0.09
H  -0.60  6.99  6.80  0.08

=====

No. 4
Here is 6 unconnected molecules or ions with the total composition C14H38ClO17S5 in a non-equilibrium geometry from the Open Molecules 2025 dataset. Energies are from ωB97M-V/def2-TZVPD.

As for the HOMO energy: -0.254 Eh. As for the energy above the lowest of the compared OMol25 structures with the same formula, charge and spin: 1.164 eV. As for the HOMO-LUMO gap: 9.313 eV. Its total charge is -1.

Each line ends with the Löwdin charge.
Cartesian coordinates (Å):
Cl  0.05  1.66  0.64  0.63
O  -0.65  0.48  1.04  -0.38
O  0.17  1.59  -0.80  -0.38
O  -0.68  2.89  0.96  -0.37
O  1.30  1.69  1.34  -0.35
O  -0.86  7.25  -2.66  -0.28
S  0.03  6.17  -2.97  0.62
O  -0.10  5.34  -4.14  -0.30
O  1.55  6.78  -2.94  -0.27
C  2.27  6.90  -4.17  -0.29
C  3.75  7.06  -3.82  -0.07
C  0.20  5.01  -1.61  -0.12
H  1.86  7.58  -4.91  0.12
H  2.17  5.93  -4.67  0.11
H  3.85  7.77  -3.00  0.08
H  4.24  7.23  -4.78  0.08
H  4.13  6.08  -3.56  0.08
H  0.51  5.52  -0.71  0.08
H  0.86  4.17  -1.83  0.07
H  -0.77  4.55  -1.46  0.07
O  2.38  -4.06  -1.47  -0.31
S  2.01  -2.89  -0.69  0.65
O  2.73  -2.62  0.52  -0.29
O  2.19  -1.55  -1.65  -0.27
C  2.64  -1.80  -3.01  -0.28
C  2.16  -0.59  -3.79  -0.06
C  0.20  -2.80  -0.44  -0.09
H  2.19  -2.71  -3.39  0.11
H  3.73  -1.92  -2.97  0.12
H  1.10  -0.58  -3.54  0.07
H  2.34  -0.65  -4.86  0.08
H  2.67  0.29  -3.39  0.08
H  -0.19  -3.16  -1.40  0.07
H  -0.03  -1.77  -0.17  0.05
H  -0.10  -3.52  0.31  0.07
O  0.59  -2.87  2.92  -0.28
S  1.03  -2.06  4.03  0.63
O  0.14  -1.43  4.95  -0.28
O  2.02  -2.98  4.98  -0.26
C  3.02  -3.75  4.33  -0.29
C  4.45  -3.30  4.64  -0.07
C  2.25  -0.84  3.52  -0.09
H  2.87  -3.73  3.25  0.10
H  2.95  -4.78  4.67  0.12
H  4.75  -2.27  4.44  0.07
H  5.06  -4.02  4.09  0.08
H  4.64  -3.54  5.69  0.07
H  2.62  -0.38  4.42  0.08
H  1.67  -0.15  2.91  0.05
H  3.05  -1.28  2.93  0.06
O  -5.69  -3.25  -1.86  -0.28
S  -4.37  -2.95  -1.37  0.60
O  -3.28  -3.70  -1.93  -0.29
O  -4.08  -1.37  -1.57  -0.26
C  -2.80  -0.89  -1.13  -0.28
C  -1.96  -0.46  -2.32  -0.05
C  -4.46  -3.04  0.42  -0.12
H  -2.22  -1.68  -0.64  0.08
H  -2.94  -0.23  -0.27  0.11
H  -1.35  0.40  -2.03  0.06
H  -2.58  -0.04  -3.12  0.08
H  -1.43  -1.32  -2.72  0.07
H  -5.27  -2.37  0.71  0.05
H  -3.57  -2.92  1.02  0.06
H  -4.86  -4.05  0.54  0.08
C  -5.13  -0.22  2.16  -0.28
S  -4.49  -0.99  3.66  0.82
O  -4.57  -2.49  3.60  -0.56
C  -2.75  -0.61  3.42  -0.26
H  -6.19  -0.51  2.07  0.05
H  -4.64  -0.34  1.20  0.03
H  -5.31  0.84  2.34  0.06
H  -2.50  -1.16  2.51  0.04
H  -2.10  -1.01  4.20  0.03
H  -2.47  0.44  3.34  0.07